Entry 1:
# C4H11NO

A cluster of 2 separate species, C4H11NO in total (ωB97M-V/def2-TZVPD, the Open Molecules 2025 dataset).

Geometry as XYZ:
```
17
C4H11NO ωB97M-V/def2-TZVPD
C -1.86 -1.13 -0.03
C -1.44 0.27 -0.47
N -1.45 1.30 0.55
H -2.95 -1.15 0.05
H -1.62 -1.87 -0.80
H -1.32 -1.46 0.85
H -0.41 0.15 -0.84
H -1.98 0.61 -1.35
H -1.26 0.91 1.47
H -0.70 1.97 0.41
C 2.27 -0.54 0.78
C 1.97 0.01 -0.38
O 1.64 1.36 -0.49
H 2.76 -1.51 0.79
H 2.03 -0.04 1.71
H 1.96 -0.62 -1.26
H 2.35 1.74 -1.00
```

## Properties
Frontier orbital gap ... 9.6 eV
Energy above the lowest of the compared OMol25 structures with the same formula, charge and spin ... 48.7 kcal/mol
Net charge ... 0
HOMO level ... -8.78 eV

Entry 2:
# C3H10N2O2

A cluster of 2 separate species, C3H10N2O2 in total (ωB97M-V/def2-TZVPD, the Open Molecules 2025 dataset).

Geometry as XYZ:
```
17
C3H10N2O2 ωB97M-V/def2-TZVPD
C -0.69 -0.48 -0.25
C -0.96 0.36 -1.50
C 0.28 0.44 -2.37
N 1.34 1.12 -1.80
O 0.35 -0.13 -3.44
N -1.89 -1.10 0.28
H -0.31 0.11 0.57
H 0.05 -1.24 -0.53
H -1.37 1.34 -1.24
H -1.69 -0.16 -2.09
H 2.20 1.09 -2.33
H 1.09 2.04 -1.47
H -2.37 -1.72 -0.36
H -1.87 -1.55 1.17
H 1.52 -0.64 5.44
H 2.53 0.24 4.65
O 1.78 0.27 5.26
```

## Properties
Frontier orbital gap ... 9.8 eV
Energy above the lowest of the compared OMol25 structures with the same formula, charge and spin ... 22.1 kcal/mol
Net charge ... 0
HOMO level ... -9.16 eV

Entry 3:
# C12H16BrClN2O4PS2

A structure of composition C12H16BrClN2O4PS2 (ωB97M-V/def2-TZVPD, the Open Molecules 2025 dataset).

Geometry as XYZ:
```
39
C12H16BrClN2O4PS2 ωB97M-V/def2-TZVPD
C -1.86 -0.29 3.26
C -0.50 -0.94 2.94
C -0.59 -2.36 2.37
C 0.08 -2.52 0.99
C -0.62 -1.67 -0.04
C -0.20 -0.46 -0.51
C 1.14 0.09 -0.11
C 2.08 0.35 -1.31
C -1.02 0.30 -1.45
P -0.58 2.04 -1.90
S 0.07 3.25 -0.54
C -2.14 -0.22 -1.96
Br -3.24 0.59 -3.29
C -2.60 -1.50 -1.53
N -3.70 -2.15 -1.93
S -3.71 -3.52 -1.11
N -2.39 -3.37 -0.22
C -1.84 -2.19 -0.55
H -1.98 -0.10 4.32
H -2.69 -0.90 2.91
H -1.94 0.68 2.76
H 0.10 -0.96 3.85
H 0.03 -0.29 2.25
H -0.17 -3.09 3.06
H -1.64 -2.63 2.24
H -0.05 -3.56 0.68
H 1.13 -2.28 1.06
H 1.63 -0.61 0.56
H 1.00 1.01 0.45
H 3.00 -0.21 -1.21
H 1.61 0.04 -2.24
H 2.33 1.41 -1.38
H -1.78 2.50 -2.44
H 0.23 1.90 -3.04
O 3.82 4.56 0.00
Cl 4.16 4.34 -1.39
O 3.66 3.04 -1.81
O 5.60 4.35 -1.53
O 3.58 5.37 -2.21
```

## Properties
Frontier orbital gap ... 6.7 eV
Net charge ... -1
HOMO level ... -5.72 eV

Entry 4:
# C6H9N2S

The ion C6H9N2S with charge +1 (ωB97M-V/def2-TZVPD, the Open Molecules 2025 dataset).

Geometry as XYZ:
```
18
C6H9N2S ωB97M-V/def2-TZVPD
C 0.35 -0.78 -0.35
C 1.42 0.13 -0.37
C -1.46 1.24 0.25
C -3.73 -0.42 0.29
C -1.00 -0.52 -0.13
C 2.82 -0.33 -0.51
N -3.57 0.79 -0.54
N -2.59 1.40 -0.54
S -2.28 -1.59 0.04
H 0.72 -1.71 -0.53
H 1.42 1.21 -0.32
H -1.74 1.16 1.38
H -0.72 2.02 0.04
H -3.57 -0.15 1.33
H -4.72 -0.88 0.14
H 3.10 -0.42 0.58
H 3.03 -1.36 -0.88
H 3.32 0.57 -0.88
```

## Properties
Frontier orbital gap (alpha / beta) ... 6.6 / 6.6 eV
Energy above the lowest of the compared OMol25 structures with the same formula, charge and spin ... 105.6 kcal/mol
Net charge ... +1
HOMO level (alpha / beta) ... -12.49 / -12.49 eV

Entry 5:
# C3H6FO2Tl

A structure of composition C3H6FO2Tl (ωB97M-V/def2-TZVPD, the Open Molecules 2025 dataset).

Geometry as XYZ:
```
13
C3H6FO2Tl ωB97M-V/def2-TZVPD
O -1.13 -0.49 -2.23
C -0.37 -1.13 -1.44
C 0.06 -0.59 -0.20
O -0.33 0.76 -0.08
C -0.20 1.32 1.22
Tl -1.48 1.42 -1.68
H -0.09 -2.16 -1.68
H 1.47 -0.96 0.19
H 0.86 1.39 1.49
H -0.64 2.32 1.21
H -0.72 0.68 1.96
H -0.21 -1.21 0.68
F 2.77 -1.34 0.56
```

## Properties
Frontier orbital gap (alpha / beta) ... 8.8 / 5.2 eV
Net charge ... +1
Multiplicity ... 2
HOMO level (alpha / beta) ... -14.19 / -14.07 eV

Entry 6:
# C4H12N2O2

A cluster of 2 separate species, C4H12N2O2 in total (ωB97M-V/def2-TZVPD, the Open Molecules 2025 dataset).

Geometry as XYZ:
```
20
C4H12N2O2 ωB97M-V/def2-TZVPD
N 0.48 0.98 2.42
C -0.12 0.06 1.54
C 0.93 -0.36 0.46
N 0.57 -1.21 -0.54
C -0.93 -1.42 -0.67
C -1.60 -0.19 -1.38
O 2.09 0.03 0.51
H -0.33 1.56 2.65
H 1.27 1.55 2.26
H -1.29 0.39 1.15
H -0.56 -0.68 2.18
H 0.95 -1.12 -1.47
H -1.05 -2.43 -1.05
H -1.50 -1.49 0.47
H -2.64 -0.49 -1.63
H -1.84 0.69 -0.72
H -1.16 0.07 -2.25
H 2.05 1.99 -0.96
H 2.44 0.63 -1.26
O 2.24 1.42 -1.72
```

## Properties
Frontier orbital gap ... 9.7 eV
Energy above the lowest of the compared OMol25 structures with the same formula, charge and spin ... 77.0 kcal/mol
Net charge ... 0
HOMO level ... -9.13 eV

Entry 7:
# C12H26NO5P2STi

A structure of composition C12H26NO5P2STi (ωB97M-V/def2-TZVPD, the Open Molecules 2025 dataset).

Geometry as XYZ:
```
48
C12H26NO5P2STi ωB97M-V/def2-TZVPD
Ti 0.10 -0.11 1.01
P -2.33 0.13 0.34
C -2.08 0.53 -1.37
C -0.80 1.05 -1.74
N 0.31 0.90 -0.92
C 1.53 1.23 -1.39
C 1.70 1.91 -2.60
C 0.59 2.18 -3.38
C -0.65 1.74 -2.98
C 2.78 0.85 -0.62
P 2.47 -0.66 0.37
H -1.57 1.88 -3.57
H 2.72 2.16 -2.88
H 0.71 2.72 -4.32
H 3.58 0.61 -1.33
H 3.09 1.68 0.04
H -2.05 -1.45 -3.02
H -2.91 0.74 -2.05
H -0.72 -3.47 -1.94
O -1.85 -2.39 -3.15
H -2.36 -2.65 -3.95
H -0.13 -1.54 0.31
O -0.43 -3.86 -1.08
H 0.46 -3.52 -0.92
C 2.93 -1.99 -0.74
H 3.98 -1.86 -1.06
H 2.81 -2.94 -0.19
H 2.27 -2.03 -1.61
C 3.72 -0.55 1.64
H 3.64 -1.46 2.25
H 4.71 -0.47 1.17
H 3.53 0.31 2.31
C -3.07 1.59 1.11
H -4.05 1.79 0.64
H -3.18 1.40 2.19
H -2.42 2.47 1.00
C -3.46 -1.25 0.42
H -3.64 -1.44 1.49
H -4.39 -1.00 -0.11
H -2.97 -2.13 -0.03
C -1.08 1.13 4.41
S 0.40 1.23 3.36
O 1.55 1.71 4.04
O 0.54 -0.28 2.92
O 0.13 1.82 1.98
H -0.77 0.78 5.40
H -1.79 0.40 4.02
H -1.56 2.11 4.54
```

## Properties
Frontier orbital gap (alpha / beta) ... 7.4 / 7.2 eV
Net charge ... +2
Multiplicity ... 2
HOMO level (alpha / beta) ... -15.23 / -15.92 eV

Entry 8:
# C5H5BN2O4

The molecule C5H5BN2O4 (ωB97M-V/def2-TZVPD, the Open Molecules 2025 dataset).

Geometry as XYZ:
```
17
C5H5BN2O4 ωB97M-V/def2-TZVPD
B 1.25 1.23 0.22
C -0.73 -1.33 0.06
C 0.74 -1.37 -0.01
C -1.60 -0.58 -0.62
C -0.39 0.93 -2.27
C 1.51 -0.29 -0.08
N -1.10 0.29 -1.58
N 2.90 -0.57 -0.27
O 3.27 -1.69 -0.54
O 3.67 0.36 -0.03
O -0.01 1.32 0.79
O 1.98 2.20 -0.24
H -1.12 -1.95 0.86
H 1.15 -2.35 0.09
H -2.72 -0.55 -0.62
H -0.13 2.26 0.95
H 1.62 3.08 0.08
```

## Properties
Frontier orbital gap (alpha / beta) ... 7.0 / 6.4 eV
Net charge ... 0
Multiplicity ... 3
HOMO level (alpha / beta) ... -6.98 / -10.28 eV

Entry 9:
# C34H29AsBr2CdN5O6SSb

A structure of composition C34H29AsBr2CdN5O6SSb (ωB97M-V/def2-TZVPD, the Open Molecules 2025 dataset).

Geometry as XYZ:
```
80
C34H29AsBr2CdN5O6SSb ωB97M-V/def2-TZVPD
Cd 0.38 0.53 -0.08
C -0.12 1.29 -3.81
C -0.92 1.92 -2.71
C -1.22 3.28 -2.71
C -2.11 3.77 -1.77
C -2.74 2.87 -0.92
C -2.37 1.53 -0.95
N -1.42 1.09 -1.78
Sb -3.67 0.26 0.23
C -3.86 -1.44 -1.10
C -5.00 -2.22 -0.95
C -5.20 -3.28 -1.81
C -4.28 -3.50 -2.82
C -3.18 -2.65 -2.92
C -2.20 -2.81 -4.06
N -2.96 -1.66 -2.06
C -2.60 -0.70 1.84
C -3.22 -0.46 3.06
C -2.66 -0.97 4.22
C -1.52 -1.72 4.11
C -0.96 -1.96 2.85
C 0.23 -2.87 2.76
N -1.48 -1.43 1.73
H -0.79 1.11 -4.66
H 0.69 1.92 -4.15
H 0.27 0.33 -3.49
H -0.77 3.93 -3.44
H -2.32 4.82 -1.71
H -3.49 3.21 -0.22
H -5.71 -2.00 -0.17
H -6.07 -3.92 -1.71
H -4.42 -4.29 -3.54
H -2.68 -2.52 -5.00
H -1.34 -2.16 -3.90
H -1.87 -3.84 -4.16
H -4.14 0.12 3.09
H -3.11 -0.78 5.18
H -1.04 -2.14 4.99
H 0.77 -2.88 3.71
H -0.10 -3.89 2.54
H 0.92 -2.54 2.00
Br 3.50 -5.28 -2.13
C 2.52 -3.72 -1.75
C 1.24 -3.81 -1.23
C 0.57 -2.62 -0.99
N 1.09 -1.43 -1.24
C 2.34 -1.34 -1.72
C 3.08 -2.48 -1.99
C 2.90 0.03 -1.96
C 4.19 0.21 -2.43
C 4.63 1.51 -2.64
Br 6.38 1.79 -3.29
C 3.81 2.58 -2.36
C 2.54 2.29 -1.89
N 2.09 1.06 -1.71
H 0.78 -4.76 -1.02
H -0.43 -2.62 -0.58
H 4.08 -2.42 -2.39
H 4.85 -0.62 -2.63
H 4.14 3.60 -2.48
H 1.87 3.09 -1.61
O 4.30 0.43 2.67
As 3.08 1.34 1.73
O 3.96 2.27 0.71
O 2.14 0.10 1.09
C 2.12 2.12 3.24
C 2.72 1.99 4.50
C 2.04 2.38 5.65
C 0.77 2.91 5.57
C 0.17 3.07 4.33
C 0.84 2.68 3.18
S -0.06 2.82 1.66
O 0.95 2.80 0.59
O -0.88 3.99 1.73
O -0.83 1.54 1.59
H 5.13 0.64 2.22
H 3.71 1.56 4.56
H 2.52 2.26 6.61
H 0.25 3.21 6.46
H -0.82 3.50 4.23
```

## Properties
Frontier orbital gap ... 8.2 eV
Net charge ... 0
HOMO level ... -8.61 eV

Entry 10:
# F2FeH8O4

A structure of composition F2FeH8O4 (ωB97M-V/def2-TZVPD, the Open Molecules 2025 dataset).

Geometry as XYZ:
```
15
F2FeH8O4 ωB97M-V/def2-TZVPD
Fe 0.19 0.40 0.43
F -0.24 2.36 0.83
F 1.40 0.62 2.20
O -1.49 -0.31 1.55
H -1.53 -0.60 2.47
H -2.31 -0.62 1.15
O 1.69 0.86 -1.04
H 2.47 1.42 -1.03
H 1.53 0.66 -1.97
O 0.62 -1.61 0.03
H 1.49 -1.83 -0.32
H 0.31 -2.41 0.47
O -1.09 0.29 -1.33
H -1.52 1.13 -1.55
H -1.51 -0.37 -1.89
```

## Properties
Frontier orbital gap (alpha / beta) ... 7.4 / 6.7 eV
Energy above the lowest of the compared OMol25 structures with the same formula, charge and spin ... 22.6 kcal/mol
Net charge ... 0
Multiplicity ... 5
HOMO level (alpha / beta) ... -8.01 / -7.25 eV

Entry 11:
# C25H33O2SeY

A structure of composition C25H33O2SeY (ωB97M-V/def2-TZVPD, the Open Molecules 2025 dataset).

Geometry as XYZ:
```
62
C25H33O2SeY ωB97M-V/def2-TZVPD
O -0.49 1.61 -3.35
C 0.48 2.00 -4.38
C -0.13 3.44 -4.34
H 0.29 1.50 -5.34
H 1.50 1.81 -4.02
C -1.39 2.70 -3.67
H -0.13 4.01 -5.25
H 0.44 4.02 -3.59
C -2.48 1.89 -4.44
H -2.15 1.17 -5.21
H -3.24 2.53 -4.86
H -3.05 1.29 -3.68
C -1.94 3.36 -2.34
H -1.12 3.93 -1.86
H -2.42 2.65 -1.65
H -2.66 4.17 -2.61
Y 0.70 -1.30 -1.48
C 1.38 0.57 0.40
C 2.53 -0.26 0.29
C 3.14 -0.05 -0.98
H 2.94 -0.90 1.05
C 2.45 1.01 -1.63
C 1.30 1.35 -0.81
H 0.60 2.17 -1.02
H 0.72 0.62 1.26
H 4.02 -0.57 -1.37
H 2.84 1.59 -2.48
C -1.12 -1.42 0.38
C -1.70 -0.22 -0.14
C -2.30 -0.52 -1.40
H -1.78 0.75 0.37
C -1.96 -1.89 -1.72
C -1.34 -2.47 -0.56
H -1.25 -3.54 -0.33
H -0.73 -1.55 1.40
H -3.07 0.11 -1.87
H -2.27 -2.43 -2.63
O 0.23 -1.75 -4.24
C 0.04 -1.37 -5.72
C 0.82 -2.33 -6.69
H 0.40 -0.33 -5.83
H -1.03 -1.23 -5.94
C 1.60 -3.32 -5.73
H 1.49 -1.69 -7.34
H 0.12 -2.85 -7.40
C 1.30 -2.79 -4.25
H 2.68 -3.29 -5.99
H 1.35 -4.42 -5.80
H 2.18 -2.29 -3.77
H 1.05 -3.61 -3.56
Se 1.83 -3.52 -0.16
C 1.61 -3.13 1.66
C 0.41 -3.32 2.43
C 0.31 -2.75 3.71
C 1.47 -2.25 4.34
C 2.70 -2.24 3.64
C 2.80 -2.82 2.37
H -0.37 -3.95 2.00
H -0.63 -2.77 4.26
H 1.45 -1.98 5.40
H 3.64 -1.88 4.11
H 3.75 -3.07 1.92
```

## Properties
Frontier orbital gap ... 7.2 eV
Energy above the lowest of the compared OMol25 structures with the same formula, charge and spin ... 71.5 kcal/mol
Net charge ... 0
HOMO level ... -6.93 eV

Entry 12:
# C11H20Br10F3O3S

A cluster of 6 separate species, C11H20Br10F3O3S in total (ωB97M-V/def2-TZVPD, the Open Molecules 2025 dataset).

Geometry as XYZ:
```
48
C11H20Br10F3O3S ωB97M-V/def2-TZVPD
C 1.10 0.83 -0.65
F 1.93 -0.12 -1.06
F 1.19 0.88 0.68
F 1.43 2.00 -1.16
S -0.67 0.37 -1.20
O -1.18 -0.50 -0.14
O -1.47 1.57 -1.44
O -0.46 -0.30 -2.49
Br -2.29 1.78 2.78
C -0.70 1.39 3.79
C 0.42 0.74 3.01
Br 1.63 -0.08 4.30
H -0.98 0.87 4.70
H -0.29 2.34 4.16
H 1.01 1.33 2.33
H 0.00 -0.10 2.45
Br -3.72 -3.60 1.24
C -3.93 -1.66 1.53
C -5.07 -1.15 0.70
Br -4.64 -1.07 -1.21
H -2.96 -1.22 1.32
H -4.12 -1.48 2.58
H -5.24 -0.10 0.93
H -6.06 -1.58 0.79
Br -1.51 -3.31 -2.63
C -0.48 -4.22 -1.24
C 0.97 -3.80 -1.43
Br 1.74 -4.64 -3.03
H -0.62 -5.30 -1.27
H -0.85 -3.97 -0.25
H 1.53 -4.16 -0.55
H 1.10 -2.73 -1.52
Br 4.90 -2.77 0.02
C 3.47 -1.75 0.87
C 3.37 -0.29 0.42
Br 4.99 0.66 1.07
H 3.49 -1.91 1.95
H 2.53 -2.16 0.48
H 2.49 0.07 0.95
H 3.26 -0.23 -0.65
Br 2.75 5.23 -3.13
C 1.05 5.23 -2.09
C -0.14 4.81 -2.96
Br 0.13 3.05 -3.79
H 0.92 6.21 -1.65
H 1.20 4.51 -1.30
H -0.16 5.48 -3.82
H -1.07 4.87 -2.41
```

## Properties
Frontier orbital gap ... 8.6 eV
Net charge ... -1
HOMO level ... -6.46 eV

Calculated values (Eh) of electronic energy for the records, taken in order: -288.9394; -380.3014; -5049.0857; -741.2927; -540.2633; -419.5258; -2833.6292; -628.6492; -10228.2884; -1769.2070; -3562.5446; -27094.7770.